[1]
Entry from the OMol25 dataset: C29H43N6O4SSiW as an isolated structure at a distorted geometry (ωB97M-V/def2-TZVPD).

Calculated values
- Total charge: +1
- HOMO-LUMO gap: 8.0 eV
- Lowest unoccupied orbital energy: -3.41 eV
- Spin multiplicity: 1
- Maximum force: 1.42 eV/A
- Energy relative to the best compared isomer or geometry (same formula, charge and spin): 13.5 kcal/mol

The geometry in XYZ format:
```
85
Properties=species:S:1:pos:R:3:mulliken_charge:R:1
W 0.282 0.205 1.673 1.724
N -0.840 1.528 2.030 -0.403
C -2.036 2.046 1.468 -0.266
C -2.389 1.763 0.148 -0.062
C -3.591 2.217 -0.367 -0.714
C -4.457 2.950 0.438 -0.476
C -4.105 3.238 1.750 -0.637
C -2.893 2.797 2.261 0.017
H -1.713 1.200 -0.487 0.525
H -3.855 2.000 -1.393 0.432
H -5.401 3.299 0.041 0.413
H -4.771 3.815 2.377 0.412
H -2.602 3.026 3.279 0.479
C -1.340 -1.752 -2.481 -1.395
C -2.362 -2.463 -1.606 1.741
C -3.624 -1.635 -1.446 -1.475
C -2.674 -3.849 -2.135 -1.780
O -1.797 -2.642 -0.288 0.355
Si -0.546 -2.312 0.625 -1.097
O 0.444 -1.085 0.182 0.161
O 0.136 -3.678 1.074 -0.314
C 1.457 -4.262 1.257 1.777
C 2.302 -3.882 0.050 -1.512
C 1.231 -5.761 1.317 -1.739
C 2.080 -3.754 2.543 -1.289
O -1.090 -1.360 1.960 0.180
C -1.970 -1.810 3.120 1.727
C -1.077 -2.429 4.167 -1.314
C -2.948 -2.820 2.554 -1.670
C -2.678 -0.572 3.612 -1.850
H -1.728 -1.621 -3.492 0.592
H -0.418 -2.335 -2.546 0.290
H -1.103 -0.766 -2.076 0.094
H -4.030 -1.370 -2.423 0.523
H -3.412 -0.716 -0.896 0.122
H -4.386 -2.195 -0.902 0.342
H -3.168 -3.783 -3.106 0.432
H -3.336 -4.373 -1.446 0.344
H -1.760 -4.434 -2.251 0.344
H 1.795 -4.170 -0.873 0.335
H 3.265 -4.393 0.085 0.547
H 2.489 -2.806 0.032 0.128
H 0.846 -6.136 0.367 0.351
H 0.513 -5.999 2.102 0.369
H 2.169 -6.273 1.540 0.424
H 2.051 -2.665 2.597 0.028
H 3.126 -4.061 2.585 0.507
H 1.574 -4.163 3.418 0.315
H -0.659 -3.372 3.817 0.127
H -1.678 -2.626 5.057 0.501
H -0.263 -1.764 4.451 0.222
H -2.442 -3.703 2.160 0.273
H -3.564 -2.384 1.767 0.269
H -3.598 -3.141 3.369 0.577
H -1.981 0.164 4.012 0.368
H -3.355 -0.870 4.414 0.571
H -3.266 -0.112 2.817 0.326
C 2.725 0.174 -1.274 -0.842
C 2.454 1.380 -0.446 0.964
N 1.539 1.559 0.510 -0.142
C 1.688 2.862 0.980 -0.829
C 2.684 3.461 0.304 -0.438
N 3.156 2.517 -0.590 0.087
C 4.249 2.736 -1.548 -1.176
N 4.168 4.034 -2.121 0.717
N 4.997 5.023 -1.671 -0.586
N 4.710 6.113 -2.266 -0.485
C 3.656 5.870 -3.137 0.038
C 2.987 6.736 -4.006 -0.677
C 1.960 6.203 -4.749 -0.581
C 1.599 4.840 -4.637 -0.532
C 2.253 3.978 -3.786 -0.670
C 3.298 4.536 -3.042 1.347
H 2.027 -0.615 -1.030 -0.443
H 3.741 -0.187 -1.103 0.460
H 2.627 0.410 -2.336 0.403
H 1.063 3.251 1.762 0.556
H 3.105 4.449 0.370 0.510
H 4.181 1.972 -2.318 0.672
H 5.206 2.659 -1.038 0.193
H 3.271 7.776 -4.082 0.444
H 1.412 6.834 -5.436 0.381
H 0.783 4.465 -5.241 0.396
H 1.969 2.937 -3.707 0.361
S 1.637 0.075 3.340 -0.404
```



[2]
Entry from the OMol25 dataset: a 3-piece molecular cluster, C29H44BF25N2O10P2S3 overall at a distorted geometry (ωB97M-V/def2-TZVPD).

Calculated values
- Total charge: 0
- HOMO-LUMO gap: 5.6 eV
- Lowest unoccupied orbital energy: -1.46 eV
- Spin multiplicity: 1
- Maximum force: 7.07 eV/A
- SMILES string: CCO[C@H]1[C@@](CCC(F)(F)C(F)(F)S(F)(F)(F)(F)F)(C(=O)[O-])C[C@]([PH2]=S)(C(F)(F)C(F)(F)C(F)(F)F)[N@@H+](B(O)O)[C@@]1(CCCCC(F)(F)C(F)(F)S(F)(F)(F)(F)F)P(N)O.CCOC(C)=O.CCOC(C)=O

The geometry in XYZ format:
```
116
Properties=species:S:1:pos:R:3:mulliken_charge:R:1
C 1.581 -3.940 3.302 -1.224
C 0.350 -3.672 2.275 0.058
O 0.579 -2.506 1.457 -0.277
C -0.351 -2.349 0.387 -2.438
C -1.202 -1.031 0.732 2.975
C -2.065 -1.457 2.065 -1.506
C -3.347 -0.560 2.339 -0.724
C -3.616 -0.408 3.933 0.461
F -3.200 -1.686 4.478 -0.360
F -5.001 -0.328 4.231 -0.308
C -2.701 0.679 4.656 0.678
F -2.592 0.267 6.030 -0.296
F -1.362 0.710 4.189 -0.183
S -3.330 2.437 4.677 1.215
F -2.030 2.904 3.741 -0.286
F -2.368 2.714 6.049 -0.349
F -4.593 2.106 5.707 -0.301
F -4.243 2.272 3.298 -0.278
F -3.795 4.043 4.724 -0.329
C -0.435 0.262 1.237 -0.269
O -1.130 1.354 1.286 -0.670
O 0.828 0.375 1.744 -0.829
C -2.301 -0.827 -0.407 -2.949
C -1.898 -1.212 -1.926 -0.348
P -1.253 0.320 -2.942 0.238
S -0.572 1.760 -1.817 -0.301
C -3.371 -1.456 -2.596 1.060
F -3.842 -2.805 -2.438 -0.362
F -3.322 -1.310 -4.043 -0.360
C -4.555 -0.490 -2.197 0.556
F -4.238 0.908 -2.129 -0.244
F -5.463 -0.499 -3.331 -0.369
C -5.535 -0.771 -0.985 0.812
F -5.269 0.227 0.008 -0.235
F -5.551 -2.012 -0.370 -0.235
F -6.890 -0.505 -1.354 -0.267
N -1.000 -2.420 -2.029 0.627
B -0.755 -2.915 -3.455 1.093
O -1.616 -3.974 -3.966 -0.609
O 0.257 -2.499 -4.350 -0.626
C 0.217 -2.456 -1.117 1.515
C 0.986 -3.860 -1.423 -0.927
C 2.096 -4.317 -0.371 -0.383
C 3.386 -5.020 -1.086 -0.623
C 4.686 -4.770 -0.181 -0.968
C 6.077 -4.877 -1.003 0.710
F 7.102 -5.545 -0.263 -0.305
F 5.786 -5.788 -2.092 -0.331
C 6.535 -3.517 -1.695 0.564
F 5.346 -2.813 -2.081 -0.218
F 7.228 -3.731 -2.928 -0.274
S 7.561 -2.343 -0.665 1.176
F 6.293 -1.214 -0.674 -0.293
F 6.973 -2.885 0.790 -0.295
F 8.890 -3.334 -0.647 -0.281
F 8.084 -1.614 -2.099 -0.310
F 8.463 -1.222 0.178 -0.280
P 1.505 -1.098 -1.407 -0.141
N 2.691 -1.039 -0.084 -0.197
O 2.536 -1.460 -2.765 -0.504
H 1.106 -4.486 4.203 0.379
H 1.988 -2.959 3.708 0.287
H 2.363 -4.651 2.881 0.171
H -0.575 -3.584 2.965 0.352
H 0.136 -4.618 1.641 0.234
H -1.094 -3.242 0.486 0.251
H -1.277 -1.445 2.909 0.666
H -2.416 -2.552 2.009 0.457
H -3.405 0.429 1.784 0.574
H -4.260 -1.171 1.974 0.218
H -3.108 -1.627 -0.156 0.213
H -2.730 0.220 -0.286 0.928
H -0.209 -0.013 -3.854 0.185
H -2.294 0.938 -3.725 0.023
H -1.574 -3.193 -1.603 1.070
H -1.850 -4.595 -3.243 0.321
H -0.103 -2.559 -5.270 0.313
H 0.251 -4.759 -1.460 0.155
H 1.636 -3.805 -2.380 0.462
H 2.529 -3.531 0.316 0.217
H 1.664 -5.154 0.299 0.398
H 3.226 -6.151 -1.137 0.270
H 3.598 -4.602 -2.124 0.437
H 4.649 -3.691 0.203 0.390
H 4.680 -5.452 0.730 0.444
H 2.856 -0.032 0.087 0.348
H 3.582 -1.478 -0.384 0.047
H 2.722 -0.641 -3.269 0.297
C 1.235 5.222 -7.093 -0.966
C 0.809 3.822 -7.487 -0.420
O 1.005 2.899 -6.404 -0.356
C 0.126 2.702 -5.409 0.620
C -1.013 3.666 -5.235 -0.825
O 0.297 1.798 -4.618 -0.427
H 0.637 5.607 -6.264 0.275
H 1.134 5.907 -7.938 0.362
H 2.275 5.224 -6.760 0.301
H -0.218 3.780 -7.856 0.368
H 1.444 3.472 -8.304 0.290
H -0.731 4.423 -4.501 0.264
H -1.881 3.114 -4.870 0.142
H -1.324 4.151 -6.158 0.389
C -0.267 5.973 5.895 -0.778
C -0.894 6.914 6.903 -0.455
O -0.626 8.284 6.568 -0.360
C -1.352 9.007 5.697 0.714
C -2.339 8.304 4.808 -0.787
O -1.155 10.196 5.584 -0.577
H -0.680 6.120 4.895 0.212
H -0.429 4.933 6.185 0.263
H 0.808 6.155 5.822 0.334
H -1.966 6.744 7.028 0.348
H -0.439 6.745 7.882 0.315
H -1.866 8.087 3.850 0.236
H -3.192 8.966 4.649 0.307
H -2.740 7.386 5.233 0.230
```



[3]
Entry from the OMol25 dataset: a 3-piece molecular cluster, C29H44BrIN3O6S overall at a distorted geometry (ωB97M-V/def2-TZVPD).

Calculated values
- Total charge: +1
- HOMO-LUMO gap: 7.4 eV
- Lowest unoccupied orbital energy: -3.73 eV
- Spin multiplicity: 1
- Maximum force: 2.11 eV/A

The geometry in XYZ format:
```
85
Properties=species:S:1:pos:R:3:mulliken_charge:R:1
C 3.314 -3.110 1.141 -1.035
C 3.355 -2.863 -0.405 -0.586
C 2.005 -3.191 -1.048 -0.840
C 0.867 -2.304 -0.514 -0.341
O 0.773 -1.128 -1.391 -0.331
C -0.473 -0.744 -1.676 -0.495
C -1.241 -1.481 -2.548 0.208
Br -0.570 -3.035 -3.404 -0.063
C -2.545 -1.104 -2.820 -0.026
C -3.436 -1.925 -3.741 -0.558
O -3.080 -2.311 -4.829 -0.509
O -4.687 -2.232 -3.284 -0.279
C -4.637 -3.097 -2.127 -0.086
C -5.936 -2.957 -1.316 -0.589
C -5.708 -2.776 0.199 -1.038
I -5.774 -0.730 0.847 0.035
C -3.020 0.072 -2.205 1.384
S -4.675 0.606 -2.570 -0.086
C -2.214 0.783 -1.350 1.084
C -2.822 2.010 -0.700 -2.411
C -2.728 3.292 -1.592 -0.115
O -2.866 2.964 -2.974 -0.548
N -0.947 0.372 -1.111 0.653
C -0.023 1.067 -0.188 -1.367
C 1.309 1.552 -0.783 1.504
C 2.396 1.438 0.061 -0.923
C 3.674 1.781 -0.300 -0.983
C 3.884 2.274 -1.572 -0.804
C 2.812 2.396 -2.411 -1.150
C 1.522 2.049 -2.066 1.273
C 0.398 2.213 -3.067 -0.929
H 2.327 -3.494 1.408 0.284
H 3.385 -2.132 1.628 0.211
H 4.107 -3.781 1.469 0.433
H 3.696 -1.848 -0.636 0.280
H 4.119 -3.531 -0.819 0.440
H 1.737 -4.250 -1.018 0.365
H 2.091 -2.933 -2.110 0.352
H 1.101 -1.935 0.491 0.330
H -0.091 -2.829 -0.459 0.456
H -4.553 -4.118 -2.519 0.388
H -3.769 -2.919 -1.476 0.128
H -6.542 -3.857 -1.457 0.318
H -6.527 -2.126 -1.710 0.397
H -4.767 -3.206 0.547 0.441
H -6.500 -3.317 0.718 0.429
H -4.772 0.267 -3.872 0.272
H -2.425 2.211 0.296 0.713
H -3.892 1.838 -0.561 0.560
H -3.589 3.907 -1.319 0.469
H -1.771 3.771 -1.388 0.013
H -2.309 3.577 -3.465 0.348
H 0.253 0.328 0.571 0.232
H -0.492 1.891 0.349 0.547
H 2.239 1.029 1.059 0.503
H 4.461 1.630 0.430 0.467
H 4.902 2.522 -1.855 0.466
H 3.003 2.762 -3.418 0.411
H 0.815 2.672 -3.971 0.570
H -0.305 2.944 -2.666 -0.117
H -0.078 1.280 -3.372 0.241
C 2.600 -3.959 4.588 0.107
O 1.975 -3.118 3.965 -0.609
N 3.655 -3.703 5.380 0.138
C 4.356 -4.754 6.095 -0.925
C 4.106 -2.329 5.523 -0.903
H 2.339 -5.029 4.547 0.303
H 4.307 -4.562 7.168 0.341
H 5.401 -4.776 5.782 0.346
H 3.904 -5.722 5.888 0.289
H 3.296 -1.718 5.925 0.305
H 4.384 -1.931 4.546 0.238
H 4.962 -2.286 6.192 0.384
C -1.388 5.383 1.595 0.004
O -2.017 4.370 1.323 -0.521
N -0.142 5.634 1.165 0.191
C 0.577 6.850 1.506 -0.923
C 0.491 4.637 0.328 -0.799
H -1.807 6.181 2.225 0.277
H 0.833 7.391 0.594 0.331
H 1.492 6.594 2.042 0.325
H -0.036 7.489 2.138 0.302
H -0.109 4.482 -0.568 0.091
H 0.544 3.696 0.876 0.271
H 1.493 4.950 0.045 0.438
```



[4]
Entry from the OMol25 dataset: a 7-piece molecular cluster, C29H45F18NO16P2S2 overall at a distorted geometry (ωB97M-V/def2-TZVPD).

Calculated values
- Total charge: 0
- HOMO-LUMO gap: 8.1 eV
- Lowest unoccupied orbital energy: -0.30 eV
- Spin multiplicity: 1
- Maximum force: 6.94 eV/A
- SMILES string: N[PH](CCCC(=O)O)(C[SH](=O)=O)[PH2]=S.CCOC(=O)C(F)(F)F.CCOC(=O)C(F)(F)F.CCOC(=O)C(F)(F)F.CCOC(=O)C(F)(F)F.CCOC(=O)C(F)(F)F.CCOC(=O)C(F)(F)F
- Energy relative to the best compared isomer or geometry (same formula, charge and spin): 69.6 kcal/mol

The geometry in XYZ format:
```
113
Properties=species:S:1:pos:R:3:mulliken_charge:R:1
N -4.802 -1.754 -1.952 -0.506
P -3.095 -2.071 -1.577 0.562
C -2.655 -2.588 -3.350 -0.686
C -3.596 -2.025 -4.499 -0.367
C -4.844 -2.910 -4.924 -0.110
C -4.869 -4.405 -4.424 0.300
O -5.859 -4.791 -3.775 -0.540
O -3.856 -5.359 -4.705 -0.502
C -2.764 -0.286 -1.014 -1.018
S -3.408 1.021 -2.171 0.844
O -4.883 1.264 -2.049 -0.562
O -2.713 2.302 -1.737 -0.618
P -1.028 -2.707 -0.985 0.156
S -0.568 -2.104 0.838 -0.346
H -5.262 -2.679 -2.072 0.190
H -5.242 -1.383 -1.089 0.289
H -3.552 -3.043 -0.592 0.007
H -2.498 -3.711 -3.338 0.383
H -1.613 -2.142 -3.547 0.394
H -2.936 -1.904 -5.434 0.463
H -3.990 -0.968 -4.296 -0.098
H -5.840 -2.432 -4.624 -0.289
H -4.870 -2.933 -6.074 0.513
H -3.524 -5.639 -3.828 0.380
H -1.626 -0.121 -0.982 0.488
H -3.125 -0.084 0.056 0.455
H -2.982 0.819 -3.496 0.141
H -0.043 -2.360 -1.962 0.009
H -1.039 -4.158 -0.905 0.118
C -0.252 -4.950 7.392 -1.102
C 0.895 -4.361 6.596 -0.202
O 0.963 -4.957 5.292 -0.316
C 0.155 -4.423 4.357 0.336
O -0.593 -3.506 4.552 -0.499
C 0.364 -5.118 3.014 0.944
F 0.451 -6.458 3.132 -0.272
F 1.502 -4.715 2.415 -0.269
F -0.631 -4.877 2.148 -0.219
H -0.169 -6.039 7.436 0.300
H -0.259 -4.555 8.410 0.369
H -1.213 -4.722 6.925 0.309
H 1.841 -4.584 7.093 0.317
H 0.817 -3.273 6.525 0.322
C 4.919 -2.194 0.787 -0.986
C 5.108 -3.185 -0.344 -0.388
O 4.093 -3.008 -1.345 -0.322
C 4.328 -2.054 -2.263 0.375
O 5.311 -1.366 -2.292 -0.513
C 3.192 -2.010 -3.282 0.854
F 1.978 -2.096 -2.701 -0.296
F 3.269 -3.027 -4.162 -0.259
F 3.188 -0.880 -4.005 -0.253
H 3.909 -2.271 1.198 0.311
H 5.639 -2.376 1.582 0.421
H 5.042 -1.167 0.435 0.320
H 5.000 -4.202 0.037 0.350
H 6.107 -3.110 -0.782 0.349
C 5.418 4.360 3.158 -1.128
C 5.129 3.213 2.211 -0.051
O 5.735 2.000 2.687 -0.314
C 5.031 1.309 3.600 0.377
O 3.958 1.641 4.024 -0.515
C 5.766 0.026 3.980 0.774
F 7.085 0.220 4.168 -0.260
F 5.652 -0.918 3.021 -0.198
F 5.300 -0.522 5.113 -0.248
H 6.495 4.467 3.314 0.281
H 5.025 5.298 2.760 0.325
H 4.970 4.185 4.139 0.378
H 5.570 3.422 1.234 0.201
H 4.055 3.080 2.058 0.319
C -2.836 5.246 -0.216 -1.020
C -3.256 5.247 1.240 -0.253
O -2.150 4.888 2.083 -0.305
C -1.313 5.886 2.416 0.351
O -1.437 7.025 2.056 -0.515
C -0.218 5.373 3.348 0.900
F 0.283 4.188 2.953 -0.238
F -0.676 5.196 4.603 -0.261
F 0.823 6.217 3.435 -0.245
H -2.401 4.283 -0.489 0.266
H -3.692 5.443 -0.865 0.376
H -2.074 6.007 -0.407 0.341
H -4.030 4.495 1.399 0.325
H -3.677 6.211 1.536 0.317
C 9.330 4.971 -3.066 -1.091
C 9.603 5.066 -1.578 -0.215
O 8.684 5.977 -0.954 -0.313
C 7.489 5.467 -0.613 0.346
O 7.160 4.326 -0.798 -0.510
C 6.635 6.526 0.080 0.942
F 6.694 7.721 -0.534 -0.251
F 7.030 6.728 1.352 -0.261
F 5.336 6.191 0.131 -0.244
H 9.352 5.963 -3.524 0.299
H 10.075 4.340 -3.555 0.368
H 8.340 4.553 -3.259 0.314
H 10.604 5.468 -1.412 0.324
H 9.566 4.085 -1.100 0.307
C -8.834 -3.268 -3.529 -1.064
C -8.278 -2.014 -2.884 0.135
O -9.339 -1.208 -2.349 -0.377
C -9.769 -1.542 -1.119 0.366
O -9.325 -2.450 -0.469 -0.510
C -10.859 -0.579 -0.657 0.820
F -11.755 -0.311 -1.625 -0.244
F -10.345 0.605 -0.271 -0.242
F -11.556 -1.054 0.387 -0.240
H -9.583 -3.012 -4.282 0.317
H -8.037 -3.844 -4.004 0.278
H -9.328 -3.904 -2.791 0.314
H -7.772 -1.406 -3.637 0.314
H -7.541 -2.251 -2.114 0.109
```



Which formula does entry 4 have?
C29H45F18NO16P2S2



Look up the HOMO-LUMO gap of the third one.
7.4 eV



spin multiplicity of number 4 (C29H45F18NO16P2S2)?
1



What is the formula in the second record?
C29H44BF25N2O10P2S3